[1]
Entry from OMol25: C45H39GeMnN7O4S2Se3 as an isolated structure in a non-equilibrium geometry (ωB97M-V with the def2-TZVPD basis set).

Its charge is +1. The orbital gap (spin up / spin down) comes out at 6.87 / 6.91 eV.

The geometry in XYZ format:
```
102
C45H39GeMnN7O4S2Se3 ωB97M-V with the def2-TZVPD basis set
Se -4.65700 6.17026 0.82357
Se -3.02590 -1.81476 1.85034
Se -4.38083 -2.23819 -0.06096
Ge 2.05544 1.45833 -0.20715
Mn -0.93878 -0.51106 0.83977
S 2.61694 -2.60379 2.53211
S 0.77613 -2.46056 -0.79517
O -0.82908 -5.60009 0.87407
O -0.65748 -2.40725 -0.56492
O 1.38942 -3.72810 -0.50850
O -3.83883 -5.46707 3.13502
N -2.19597 0.66460 -0.37085
N -3.52485 5.39065 1.99306
N -4.55283 4.81705 -0.38860
N 0.33587 -1.52315 2.17204
N 1.52137 -1.30186 0.19185
N 2.18104 -0.50909 -6.18714
N -1.31066 1.10056 2.09467
C -3.01096 -4.60130 1.15060
C -2.05982 2.07386 1.52575
C -1.93837 3.47045 3.52003
C 4.42312 1.82666 -3.78038
C 1.42792 -1.75242 1.51325
C 0.37498 -1.97822 3.50978
C 0.68964 0.01149 0.11022
C -4.04028 2.28897 -1.68680
C 5.15411 0.66423 -3.78120
C -3.75314 3.91772 0.19118
C 1.84680 -0.98557 -4.95160
C 1.02628 -1.96677 -2.42893
C -3.45685 -4.03127 -0.22786
C -2.16390 -3.58361 1.90568
C -4.28563 -5.00943 1.89348
C 4.23690 0.95318 1.73758
C 0.16040 3.06858 -1.70776
C 2.93640 1.42102 1.49197
C -2.22861 -5.89198 0.85334
C -3.23766 4.19049 1.47785
C -2.59762 1.78465 0.21801
C 3.94070 1.16295 4.14505
C -3.49855 2.63014 -0.44920
C 2.07765 -2.58459 -3.08832
C -3.58480 1.13029 -2.28365
C 4.11486 0.11003 -1.69092
C 4.71306 0.80331 3.07061
C 0.71682 -0.45684 -4.27214
C -0.85198 5.16855 -1.24677
C 2.46851 -2.09019 -4.32032
C -0.75456 4.05631 -2.07174
C -0.89912 1.31117 3.35642
C 1.53567 -2.59904 3.84313
C 4.97847 -0.21509 -2.72888
C 2.22288 1.77100 2.63834
C 0.77641 4.16896 0.32240
C -1.18245 2.48521 4.07359
C -2.36551 3.25564 2.21405
C -0.03272 5.26014 -0.07594
C 3.27475 1.22891 -1.66848
C -2.69003 0.35414 -1.55567
C 2.70164 1.71031 3.95966
C 0.29930 -0.94278 -3.04400
C 0.89248 3.07951 -0.50528
C 3.53411 2.09479 -2.72826
H 0.29714 2.15216 -2.32372
H 2.01059 1.90794 4.80678
H 4.35671 0.99643 5.14628
H -1.45621 3.93516 -2.87108
H 2.91872 2.97983 -2.86567
H 5.00395 0.76610 0.98598
H -2.62800 -3.80751 -0.84058
H -0.47530 -5.81828 -0.02112
H 3.99192 -0.62600 -0.90660
H 5.79766 0.36459 -4.65737
H -0.54015 -0.56501 -2.45313
H -3.92607 0.81892 -3.31560
H -4.86176 -4.06219 2.02490
H -4.25344 -4.66474 -0.72992
H -1.59005 5.89314 -1.31938
H 5.71763 0.46878 3.20087
H 0.21326 0.39269 -4.71825
H -2.58226 -6.41669 -0.01843
H 5.51134 -1.17191 -2.70585
H -2.33578 -6.62965 1.62812
H -4.88049 -5.72116 1.38570
H -1.17078 -3.46417 1.45664
H -0.22447 0.60118 3.88860
H 1.85613 -3.05885 4.75077
H 3.29528 -2.61780 -4.79146
H 4.43523 2.48783 -4.66063
H 1.40691 4.35155 1.20464
H -2.41686 -0.60344 -1.88976
H -1.94496 -3.87495 2.92896
H -2.24273 4.33416 4.05549
H 1.25882 2.21583 2.49462
H -0.56733 -1.76059 4.06063
H 2.63351 -3.41890 -2.66987
H 1.77210 0.30609 -6.57137
H -0.06902 6.19742 0.46130
H -0.78703 2.55641 5.09590
H 3.02083 -0.82261 -6.60964
H -4.61762 -5.81207 3.62989
H -4.78273 2.99020 -2.11768
```

=====

[2]
Entry from OMol25: C45H39N5O2PRh as an isolated structure (ωB97M-V with the def2-TZVPD basis set).

Its charge is -2. Its multiplicity is 5. The orbital gap (spin up / spin down) comes out at 3.56 / 5.85 eV.

The geometry in XYZ format:
```
93
C45H39N5O2PRh ωB97M-V with the def2-TZVPD basis set
Rh 0.63382 0.67644 -0.28711
P -1.78592 -1.20687 0.08862
O 4.29060 -2.02231 -1.83617
O 2.51450 -0.35256 -1.32639
N 1.45003 0.90219 1.46116
N -0.23289 -1.29242 0.39696
N -0.94281 2.98223 -0.38755
N 2.87081 1.89751 -1.79835
N 1.60878 2.14569 -1.29474
C -3.78631 -5.34819 -0.40693
C -1.91470 5.44502 -1.31896
C 6.69840 1.01953 -3.26873
C -2.20403 0.69191 2.01636
C 1.00638 -3.21657 -0.51909
C -2.71772 1.23452 3.18232
C 0.90475 2.86913 4.50781
C 1.26990 1.98911 2.25004
C -2.39460 1.79232 -3.28042
C 1.09993 3.32733 -1.61800
C -3.57162 -3.03240 -1.01318
C -0.96911 0.21044 -2.11269
C -3.68766 -1.18869 2.23134
C 1.03884 4.38603 2.65946
C 7.13323 -0.30174 -3.28299
C 1.87284 -3.80845 2.06552
C 3.22384 0.64542 -1.75808
C 0.85397 4.17452 4.02468
C -2.70205 4.62948 -0.47787
C 5.04306 -1.01230 -2.29858
C 1.88409 -4.27143 -0.27816
C 5.43781 1.31247 -2.77138
C -3.32669 0.51092 -1.44148
C -1.17260 1.17895 -3.09734
C -3.48768 1.44223 -2.42394
C -2.14811 3.42617 -0.06707
C 0.49194 -1.92840 3.00782
C -2.08204 -0.16289 -1.25177
C 1.23288 3.33075 1.78916
C -2.54438 -2.87049 -0.08529
C -3.72900 0.57232 3.87014
C 4.58910 0.32206 -2.28556
C 1.00397 -2.74713 1.86126
C 6.31354 -1.30736 -2.80184
C 1.12967 1.80693 3.65275
C -4.21778 -0.63422 3.39187
C 0.56751 -2.95647 -1.93238
C 0.57965 -2.42536 0.55701
C -4.19682 -4.26128 -1.16850
C -0.67008 5.02081 -1.68183
C -2.14497 -3.96344 0.68130
C -0.17243 3.76553 -1.21931
C -2.75916 -5.19867 0.51356
C -2.68176 -0.52883 1.53400
C 2.32670 -4.57095 0.99751
H 2.23275 -4.85760 -1.12195
H 3.44315 -1.56454 -1.50682
H -2.42696 -6.04513 1.10243
H -4.99487 -4.37371 -1.89261
H -2.29347 6.39695 -1.67804
H -2.51260 2.57091 -4.02338
H -0.04338 5.61992 -2.33381
H -3.85788 -2.18918 -1.63182
H 0.89941 -2.28628 3.95607
H 1.30915 -2.34333 -2.45059
H 0.77616 2.68080 5.56948
H 6.63241 -2.34281 -2.79636
H 1.18433 0.79762 4.04049
H 2.20099 -4.03268 3.07560
H -4.14871 0.30846 -0.75861
H -4.05902 -2.14223 1.87430
H 8.11733 -0.54897 -3.66712
H 1.37070 3.51458 0.73541
H 7.33684 1.81290 -3.63914
H -2.73349 2.77221 0.57444
H -0.05286 -0.37888 -2.14729
H 5.06956 2.32976 -2.74460
H 3.02223 -5.38664 1.15766
H -2.31662 2.17064 3.55208
H -0.32917 1.46460 -3.71676
H 0.77581 -0.88805 2.84284
H 0.67935 5.00697 4.69659
H -4.26314 -6.31297 -0.53695
H -4.43424 1.96239 -2.51873
H -1.41420 1.21007 1.47873
H -3.70043 4.91044 -0.17041
H -0.38404 -2.43164 -1.98395
H 0.45976 -3.89960 -2.47297
H -4.13348 0.99749 4.78162
H 1.00841 5.39437 2.25955
H -5.00601 -1.15213 3.92646
H -0.60139 -1.95482 3.05918
H -1.34988 -3.85727 1.40817
H 1.70988 3.96885 -2.24824
```

=====

[3]
Entry from OMol25: C45H39N5O4P2S2V as an isolated structure in a non-equilibrium geometry (ωB97M-V with the def2-TZVPD basis set).

Its charge is -1. Its multiplicity is 3. The orbital gap (spin up / spin down) comes out at 6.99 / 7.09 eV.

The geometry in XYZ format:
```
98
C45H39N5O4P2S2V ωB97M-V with the def2-TZVPD basis set
V 0.40986 1.10621 -1.06771
S -2.38911 -1.13311 -1.94900
S 0.51357 2.83459 0.77389
P -0.31704 1.19328 1.63216
P -2.09610 -0.81134 -0.02001
O 2.15055 0.37462 -0.29051
O 0.94931 -2.39844 -0.36062
O -2.89888 2.90449 -3.95826
O -0.61770 2.00754 -2.42031
N 1.93649 -3.45342 -2.07544
N 2.05967 1.76271 -2.35906
N 3.34121 1.43451 -1.93816
N 0.81562 -0.44239 -4.48865
N 0.95576 -1.30690 -2.38390
C -2.60183 -4.78377 0.92884
C -1.41157 3.68758 -5.53705
C 4.56262 0.12309 1.16827
C 2.22447 -4.54217 -1.15800
C 2.32010 -1.47504 3.26211
C 2.37314 -3.45818 -3.35025
C -0.46940 2.62635 -3.55952
C -3.28728 2.79085 -2.58672
C -1.98107 -4.89566 2.16685
C -0.77394 0.18934 0.36561
C -1.55385 1.72246 2.87421
C 0.93471 0.41435 2.71690
C 2.35966 0.48004 4.66160
C 3.24717 0.71715 -0.85078
C 2.79901 -0.80959 4.38114
C -4.99900 1.87263 0.99883
C 1.39667 -0.86254 2.42245
C -2.62502 -3.56332 0.26689
C 2.01450 2.46265 -3.42985
C 6.81059 -0.44420 -0.36027
C -1.59734 3.06779 -4.31702
C -2.03432 -2.43854 0.83681
C 1.30128 -1.37544 -3.65002
C -3.52162 2.48381 4.69793
C -2.07426 3.01159 2.85116
C 6.85722 -0.58571 1.02098
C 0.95784 3.52841 -5.34740
C 1.42717 1.08681 3.83321
C -3.00725 1.19459 4.72691
C -3.83481 1.27737 0.54063
C 2.09233 -2.44374 -4.18883
C 5.64430 -0.01331 -0.97564
C -5.74744 -0.24506 1.84017
C 4.51473 0.26646 -0.21375
C -3.04967 3.39235 3.76221
C -1.38306 -3.78111 2.73714
C -4.58385 -0.84249 1.37110
C 0.80902 2.88788 -4.10628
C -0.14208 3.92090 -6.06759
C -5.96118 1.11164 1.65031
C -2.02368 0.81909 3.82461
C -1.41399 -2.56271 2.07305
C 5.73258 -0.29701 1.78306
C 1.24100 -2.33953 -1.53441
C -3.61779 -0.08803 0.71221
H -1.62285 -0.18637 3.86465
H 5.76109 -0.40177 2.86080
H 2.67837 -2.46976 3.02497
H 0.27912 0.31794 -4.10568
H -3.37116 0.47834 5.45315
H 2.40214 -2.46106 -5.22199
H -1.95852 -5.84959 2.68035
H -3.06644 1.87480 0.06358
H -6.48678 -0.84479 2.35761
H 2.96764 2.72467 -3.89076
H -4.28939 2.77772 5.40313
H -4.43061 -1.90298 1.52478
H -0.92370 -1.70242 2.50599
H 3.67664 0.34405 1.74847
H 1.08047 2.09085 4.05239
H 7.68519 -0.66971 -0.95831
H 1.30308 -4.87433 -0.68340
H -3.44774 4.39930 3.73312
H 2.93549 -4.33066 -3.65790
H 2.90309 -4.20824 -0.37329
H -3.07266 1.79992 -2.19562
H -1.70561 3.71254 2.11213
H 5.59376 0.11389 -2.04900
H 1.19551 -0.33562 -5.41061
H -3.08222 -3.46835 -0.71063
H -4.36332 2.96355 -2.58240
H 2.74021 1.00915 5.52683
H 3.52261 -1.28775 5.03103
H -0.03533 4.41320 -7.02516
H -0.88121 -3.85858 3.69450
H -5.14847 2.93691 0.86055
H 2.67512 -5.36182 -1.71496
H -2.79381 3.54897 -1.97633
H 1.96015 3.70152 -5.72325
H 1.04796 -1.35387 1.52266
H -2.30269 3.99408 -6.07091
H 7.76885 -0.91938 1.50186
H -3.06407 -5.65203 0.47425
H -6.86792 1.57730 2.01720
```

=====

[4]
Entry from OMol25: C45H40ClGaGeN3O10PS2 as an isolated structure in a non-equilibrium geometry (ωB97M-V with the def2-TZVPD basis set).

Its charge is -1. Its multiplicity is 2. The orbital gap (spin up / spin down) comes out at 7.12 / 7.61 eV.

The geometry in XYZ format:
```
104
C45H40ClGaGeN3O10PS2 ωB97M-V with the def2-TZVPD basis set
Ge 2.53111 1.94628 -0.02985
Ga 0.07565 -0.16910 -0.42478
Cl -1.61060 2.14827 -1.73717
S 0.70661 -2.63474 1.54553
S 3.04094 -0.51731 -3.98406
P -1.45735 -2.19954 -1.13277
O -2.89597 2.41530 -1.18237
O -1.39753 0.67424 -1.78694
O -1.72972 1.32758 5.10622
O -0.56561 2.68203 -0.88970
O 1.90096 -3.28123 2.00634
O -0.12043 -1.98676 2.53689
O 1.01003 -1.75001 0.36456
O -2.66702 -0.03568 0.72387
O 1.53638 0.64020 2.10243
O -1.49929 2.65318 -3.06706
N -0.13724 1.00070 3.55251
N -0.57241 0.55555 1.27531
N 1.11609 -0.36005 -1.99494
C 0.33575 0.72169 2.28184
C -1.91972 0.45573 1.54081
C -3.61501 0.06906 3.31850
C -1.04874 -6.20443 1.17510
C -2.47873 0.98956 2.85445
C -3.70088 -1.15294 -2.37396
C 5.37926 -0.99468 0.92020
C 4.81463 1.57011 1.81107
C -2.00257 -6.03178 0.18066
C 4.04083 1.01527 0.79471
C 2.01967 3.59979 0.89761
C 4.33637 -0.27537 0.35619
C -2.11809 -4.81148 -0.45609
C 2.04358 3.73727 2.28724
C -4.15919 -2.41604 -0.38383
C -0.35071 -3.91758 0.88487
C -5.04314 -0.82328 -2.47332
C -0.22286 -5.15174 1.51893
C 0.16103 -4.19072 -4.97324
C 1.14537 5.85297 0.74074
C -0.88187 -2.95686 -2.70216
C -1.44405 1.10782 3.94911
C -5.50113 -2.08625 -0.48457
C 1.17677 5.97503 2.12245
C 3.18125 2.44102 -1.83732
C 1.00156 -3.83960 -3.92519
C 2.34780 2.80142 -2.89674
C 6.14364 -0.43060 1.93189
C 1.94790 -0.40336 -2.82700
C -1.30883 -3.72608 -0.10800
C -3.15229 -1.34283 3.66626
C 4.25016 3.14626 -4.32855
C -1.72081 -3.32655 -3.74786
C 1.63365 4.91633 2.89462
C -1.19833 -3.93891 -4.87971
C 2.87710 3.15078 -4.13111
C -3.24972 -1.96759 -1.33702
C 4.55978 2.42811 -2.05548
C 5.09087 2.78606 -3.28736
C -1.99749 3.48246 2.28596
C -3.04125 2.41138 2.58737
C 0.48353 -3.23058 -2.79528
C -5.94653 -1.29171 -1.53071
C 1.56655 4.67782 0.13530
C 5.86339 0.85437 2.37332
H 4.61076 2.57542 2.16050
H 6.16394 2.76813 -3.43662
H 2.20890 3.41334 -4.94214
H -2.99612 -0.74859 -3.08859
H 3.74486 -0.72942 -0.43034
H 5.58814 -1.99966 0.57587
H 1.14165 -2.96147 -1.97813
H -2.54943 -1.34634 4.57551
H 4.66244 3.41079 -5.29474
H -6.99285 -1.02244 -1.59989
H 6.45955 1.29874 3.16147
H -2.54588 -1.77513 2.86806
H 0.78622 6.67371 0.13222
H -6.19741 -2.43658 0.26704
H -0.94513 -7.15956 1.67382
H -3.60446 2.69025 3.48092
H -3.81724 -3.00735 0.45580
H -3.73929 2.32210 1.75205
H 2.06530 -4.02509 -3.99113
H 1.27663 2.80218 -2.77172
H -2.78448 -3.14196 -3.68714
H 1.66145 5.00568 3.97405
H 2.37484 2.91075 2.90194
H 0.84040 6.88838 2.59740
H -2.84170 -4.69337 -1.25313
H 6.95340 -0.99372 2.37926
H 1.53456 4.59652 -0.94317
H -4.08041 0.53787 4.18671
H -1.43662 3.26712 1.37893
H -5.37863 -0.18182 -3.27769
H -4.34520 0.03559 2.50921
H -1.85911 -4.21664 -5.69146
H -2.49144 4.44409 2.14188
H 0.57297 1.04733 4.26899
H -4.01111 -1.99495 3.83204
H 0.56737 -4.65812 -5.86122
H -2.64545 -6.85299 -0.10932
H 5.22900 2.12986 -1.25719
H 0.54443 -5.26088 2.27264
H -1.28798 3.59993 3.10856
```

=====

So what do the calculations give for total energy? Going down the list: -13650.7470; -2614.3121; -4736.2867; -8255.1114 hartree.